# 1
Below is a cluster of 3 separate species, C14H34N4O2P2S in total in a non-equilibrium geometry, with properties calculated with ωB97M-V/def2-TZVPD.

Atoms and positions in Å:
C  -0.34  -1.82  -1.41
P  1.48  -1.34  -1.13
N  1.66  -1.14  -2.90
P  1.23  -1.59  1.06
S  2.92  -1.66  2.06
C  1.78  0.52  -0.99
C  0.76  1.45  -0.54
C  0.91  2.90  -0.45
C  2.25  3.35  -0.87
C  3.18  2.31  -1.26
N  3.02  0.97  -1.33
H  -0.93  -1.22  -0.67
H  -0.61  -1.42  -2.42
H  -0.47  -2.93  -1.30
H  2.56  -2.30  -1.16
H  2.62  -0.85  -3.12
H  1.43  -2.03  -3.36
H  0.30  -0.66  1.65
H  0.61  -2.88  1.25
H  -0.23  1.01  -0.23
H  0.10  3.59  -0.13
H  2.52  4.43  -0.89
H  4.20  2.68  -1.56
C  -5.90  -3.95  -3.43
C  -5.07  -4.01  -2.15
C  -4.59  -2.64  -1.66
O  -3.50  -2.09  -2.39
C  -3.87  -1.44  -3.59
N  -3.95  -4.93  -2.37
H  -5.29  -3.78  -4.32
H  -6.43  -4.89  -3.58
H  -6.65  -3.15  -3.37
H  -5.71  -4.43  -1.37
H  -4.22  -2.76  -0.63
H  -5.42  -1.92  -1.60
H  -4.83  -0.93  -3.51
H  -3.88  -2.15  -4.42
H  -3.10  -0.69  -3.82
H  -3.45  -5.05  -1.48
H  -3.27  -4.45  -2.96
C  3.59  1.84  4.70
C  2.81  2.03  3.41
C  3.00  3.42  2.77
O  2.27  4.46  3.41
C  2.89  5.00  4.56
N  1.39  1.74  3.66
H  3.13  2.35  5.55
H  3.64  0.78  4.96
H  4.62  2.21  4.60
H  3.19  1.29  2.69
H  2.61  3.37  1.75
H  4.06  3.68  2.69
H  3.98  5.01  4.47
H  2.59  4.44  5.45
H  2.55  6.02  4.69
H  0.89  1.77  2.77
H  1.01  2.52  4.18

HOMO level, eV: -7.82
Total charge: 0
HOMO-LUMO gap, Ha: 0.292
Calculated total energy, eV: -54534.2011
Structure (SMILES): C[PH](N)([PH2]=S)c1ccccn1.COC[C@@H](C)N.COC[C@@H](C)N
2S+1: 1
E_LUMO, eV: 0.1250



# 2
Below is a structure of composition C14H35AuCl2N2PS in a non-equilibrium geometry, with properties calculated with ωB97M-V/def2-TZVPD.

Atoms and positions in Å:
Au  0.78  0.22  0.28
Cl  -1.03  0.08  -1.10
Cl  2.09  0.48  2.11
H  -1.10  -0.34  2.61
H  -1.33  0.19  2.12
P  0.06  -1.76  -3.23
C  -0.97  -0.90  -4.56
C  1.61  -2.24  -4.16
C  -0.86  -3.39  -3.09
C  -0.88  0.61  -4.41
H  -1.98  -1.24  -4.30
C  -0.68  -1.30  -6.01
H  0.32  -0.98  -6.33
H  -1.41  -0.79  -6.65
H  -0.76  -2.37  -6.21
H  -1.18  0.92  -3.41
H  -1.55  1.07  -5.15
H  0.14  0.98  -4.59
H  -1.91  -3.04  -3.04
C  -0.50  -4.08  -1.78
C  -0.76  -4.33  -4.29
H  -1.16  -3.91  -5.22
H  -1.33  -5.24  -4.07
H  0.27  -4.64  -4.49
H  -0.59  -3.38  -0.95
H  0.52  -4.48  -1.81
H  -1.20  -4.92  -1.63
C  2.44  -0.99  -4.43
H  1.27  -2.68  -5.11
C  2.45  -3.27  -3.40
H  1.94  -0.27  -5.08
H  3.38  -1.28  -4.91
H  2.69  -0.47  -3.49
H  2.65  -2.96  -2.37
H  3.42  -3.37  -3.91
H  2.00  -4.27  -3.37
C  1.59  1.68  5.91
N  0.60  2.69  6.27
C  0.71  3.27  7.60
C  -0.16  3.18  5.26
S  0.21  2.78  3.67
N  -1.31  3.89  5.50
C  -1.62  4.79  6.62
C  -2.21  4.09  4.36
H  2.19  1.47  6.79
H  2.25  2.03  5.10
H  1.12  0.74  5.58
H  0.93  4.35  7.55
H  -0.19  3.07  8.19
H  1.54  2.79  8.13
H  -1.54  5.85  6.31
H  -2.66  4.62  6.95
H  -0.96  4.61  7.48
H  -1.66  4.49  3.50
H  -2.69  3.16  4.03
H  -3.00  4.79  4.62

HOMO level (alpha / beta), eV: 1.05 / -4.21
Total charge: -1
HOMO-LUMO gap (alpha / beta), Ha: 0.036 / 0.094
Calculated total energy, eV: -66924.1688
2S+1: 3
E_LUMO (alpha / beta), eV: 2.0268 / -1.6577
<S²>: 2.01



# 3
Below is a cluster of 3 separate species, C14H35BClN2O6 in total in a non-equilibrium geometry, with properties calculated with ωB97M-V/def2-TZVPD.

Atoms and positions in Å:
Cl  4.08  5.14  2.02
B  2.71  5.93  0.98
O  1.81  4.73  0.79
C  0.40  4.95  1.14
C  0.51  6.52  1.61
O  1.90  7.01  1.65
H  3.11  6.44  -0.02
H  -0.04  4.40  2.08
H  -0.25  4.66  0.21
H  -0.14  7.07  0.80
H  0.09  6.78  2.67
C  4.93  -2.28  0.71
O  4.19  -1.89  1.86
C  4.69  -0.71  2.50
C  3.77  0.49  2.26
N  3.81  0.94  0.86
C  2.73  1.86  0.48
C  1.28  1.36  0.63
O  0.91  0.34  -0.29
C  1.33  -0.97  0.08
H  4.63  -3.30  0.44
H  4.72  -1.63  -0.14
H  6.01  -2.29  0.91
H  5.73  -0.49  2.20
H  4.71  -0.92  3.57
H  4.07  1.32  2.91
H  2.76  0.18  2.54
H  3.76  0.13  0.25
H  2.90  2.12  -0.57
H  2.85  2.79  1.05
H  0.63  2.22  0.39
H  1.03  1.08  1.65
H  1.31  -1.12  1.16
H  2.32  -1.17  -0.33
H  0.65  -1.69  -0.38
C  -5.06  -4.24  0.13
O  -5.10  -2.82  0.08
C  -3.90  -2.20  0.56
C  -3.08  -1.60  -0.59
N  -2.48  -2.65  -1.43
C  -1.96  -2.17  -2.71
C  -2.95  -1.49  -3.69
O  -3.92  -2.37  -4.25
C  -5.03  -2.64  -3.41
H  -6.08  -4.61  -0.03
H  -4.43  -4.65  -0.66
H  -4.71  -4.59  1.11
H  -3.30  -2.88  1.17
H  -4.22  -1.38  1.21
H  -2.28  -0.97  -0.18
H  -3.76  -0.97  -1.18
H  -3.18  -3.36  -1.62
H  -1.53  -3.04  -3.22
H  -1.12  -1.48  -2.52
H  -2.36  -1.12  -4.53
H  -3.43  -0.60  -3.26
H  -5.31  -1.78  -2.80
H  -4.82  -3.51  -2.79
H  -5.88  -2.90  -4.04

HOMO level, eV: -4.87
Total charge: -1
HOMO-LUMO gap, Ha: 0.261
Calculated total energy, eV: -43549.5147
2S+1: 1
E_LUMO, eV: 2.2213



# 4
Below is a cluster of 2 separate species, C14H35BINO6P2 in total in a non-equilibrium geometry, with properties calculated with ωB97M-V/def2-TZVPD.

Atoms and positions in Å:
N  1.93  -4.32  3.43
C  1.51  -3.69  2.09
C  -0.02  -3.04  2.32
C  -0.31  -1.84  1.23
C  -1.66  -0.95  1.53
P  -1.96  -0.52  3.36
C  -3.76  -1.16  3.71
C  -4.85  -0.69  2.59
C  -6.05  -1.84  2.43
I  -6.79  -2.44  4.44
C  -1.96  1.36  3.70
B  -0.69  2.18  3.04
O  -0.18  3.36  3.83
O  -0.02  1.86  1.76
H  2.52  -3.60  3.94
H  1.06  -4.48  4.03
H  1.40  -4.47  1.23
H  2.30  -2.84  1.87
H  -0.83  -3.88  2.16
H  -0.02  -2.67  3.45
H  -0.50  -2.40  0.19
H  0.66  -1.17  1.04
H  -1.69  0.05  0.89
H  -2.58  -1.60  1.13
H  -3.72  -2.34  3.82
H  -4.09  -0.71  4.74
H  -5.32  0.33  2.96
H  -4.41  -0.48  1.52
H  -5.59  -2.76  1.82
H  -6.96  -1.38  1.84
H  -1.87  1.51  4.88
H  -3.02  1.82  3.42
H  0.84  3.30  3.86
H  0.89  1.46  1.92
O  1.80  0.32  -1.68
P  2.66  0.74  -2.91
O  1.92  2.23  -3.03
C  1.74  3.05  -1.88
C  2.98  3.88  -1.62
O  1.72  -0.08  -4.00
C  1.37  -1.43  -3.71
C  -0.09  -1.51  -3.32
O  3.61  1.22  -4.27
C  3.05  1.93  -5.37
C  3.70  3.30  -5.44
H  1.47  2.47  -1.00
H  0.89  3.72  -2.09
H  3.87  3.25  -1.52
H  2.86  4.47  -0.71
H  3.16  4.57  -2.45
H  2.01  -1.84  -2.91
H  1.55  -2.03  -4.60
H  -0.33  -0.81  -2.51
H  -0.36  -2.52  -3.00
H  -0.73  -1.22  -4.16
H  1.96  2.02  -5.31
H  3.27  1.37  -6.28
H  3.83  3.73  -4.44
H  3.11  3.99  -6.05
H  4.70  3.23  -5.88

HOMO level, eV: -7.91
Total charge: 0
HOMO-LUMO gap, Ha: 0.202
Calculated total energy, eV: -56211.4012
Structure (SMILES): NCCCCP(CCCI)CB(O)O.CCOP(=O)(OCC)OCC
2S+1: 1
E_LUMO, eV: -2.4234